[1]
Density functional theory data (ωB97M-V/def2-TZVPD) for 2 unconnected molecules or ions with the total composition C16H13Cl2NO2 in a non-equilibrium geometry.

frontier orbital gap: 7.51 eV
energy above the lowest of the compared OMol25 structures with the same formula, charge and spin: 10.5 kcal per mole
E_HOMO: -8.6 eV
E_LUMO: -1.1 eV
DFT total energy: -47430.935 eV

ORCA input file:
```
! RIJCOSX wB97M-V def2-TZVPD def2/J DEFGRID3
* xyz 0 1
C -1.26 1.67 -1.58
C -0.96 3.14 -1.64
O 0.49 3.31 -1.54
C 1.02 2.09 -1.28
O 2.23 1.98 -1.06
N 0.05 1.10 -1.38
H -1.98 1.59 -0.71
H -1.80 1.18 -2.45
H -1.31 3.65 -2.54
H -1.34 3.58 -0.71
Cl 3.58 1.21 4.56
C 2.76 0.55 3.23
C 3.45 0.24 2.04
C 2.73 -0.22 0.94
C 1.32 -0.28 0.97
C 0.68 -0.59 -0.28
C -0.51 -1.41 -0.43
C -0.60 -2.12 -1.65
C -1.78 -2.67 -2.06
C -2.91 -2.60 -1.21
Cl -4.43 -3.17 -1.72
C -2.79 -2.08 0.09
C -1.55 -1.57 0.51
C 0.66 -0.08 2.20
C 1.37 0.36 3.33
H 4.51 0.44 1.99
H 3.25 -0.44 0.02
H 1.37 -0.72 -1.09
H 0.29 -2.17 -2.30
H -1.91 -3.13 -3.04
H -3.64 -2.03 0.76
H -1.44 -1.27 1.55
H -0.41 -0.15 2.26
H 0.83 0.61 4.23
*
```

[2]
Density functional theory data (ωB97M-V/def2-TZVPD) for a molecular structure, C16H13Cl3F5N3O2PbS in a non-equilibrium geometry.

frontier orbital gap (alpha / beta): 6.70 / 7.10 eV
energy above the lowest of the compared OMol25 structures with the same formula, charge and spin: 16.1 kcal per mole
E_HOMO (alpha / beta): -8.2 / -8.2 eV
E_LUMO (alpha / beta): -1.5 / -1.1 eV
DFT total energy: -92589.036 eV

ORCA input file:
```
! RIJCOSX wB97M-V def2-TZVPD def2/J DEFGRID3
* xyz 0 1
Pb 1.80 -0.54 -0.79
F 3.25 -5.63 3.54
C 3.01 -4.39 3.12
C 1.72 -3.88 3.16
F 0.72 -4.63 3.61
C 1.49 -2.59 2.72
F 0.23 -2.14 2.77
C 2.51 -1.77 2.24
S 2.18 -0.12 1.69
C 3.79 -2.31 2.22
F 4.81 -1.60 1.76
C 4.05 -3.60 2.65
F 5.29 -4.09 2.62
C -3.75 -1.45 1.03
C -3.16 -0.23 0.31
C -3.93 0.08 -0.98
C -3.13 0.99 1.23
C -1.76 -0.56 -0.04
N -0.68 -0.87 -0.27
H -4.79 -1.22 1.29
H -3.20 -1.67 1.94
H -3.74 -2.33 0.38
H -4.96 0.30 -0.72
H -3.92 -0.77 -1.66
H -3.51 0.95 -1.49
H -4.15 1.22 1.54
H -2.71 1.86 0.72
H -2.53 0.79 2.12
N 0.81 0.59 -3.26
C -1.07 2.29 -2.01
C 0.37 3.72 -0.52
N 1.34 1.54 -0.68
C 1.14 -0.35 -3.80
H -1.41 1.51 -2.67
H -1.62 3.06 -1.50
H 0.03 3.35 0.44
H 1.35 -0.95 -4.67
Cl 0.53 2.31 -1.71
C 1.60 3.56 -2.89
Cl 0.84 5.29 -0.77
Cl 0.85 4.00 -4.29
C 3.12 3.44 -2.80
O 3.68 4.51 -3.06
O 3.52 2.30 -2.53
*
```

[3]
Density functional theory data (ωB97M-V/def2-TZVPD) for a molecular structure, C16H13ClCsFNO6 in a non-equilibrium geometry.

frontier orbital gap (alpha / beta): 7.60 / 4.11 eV
energy above the lowest of the compared OMol25 structures with the same formula, charge and spin: 12.4 kcal per mole
E_HOMO (alpha / beta): -5.4 / -2.7 eV
E_LUMO (alpha / beta): 2.2 / 1.4 eV
DFT total energy: -46367.549 eV

ORCA input file:
```
! RIJCOSX wB97M-V def2-TZVPD def2/J DEFGRID3
* xyz -1 1
Cs 1.12 -0.49 0.16
O 3.59 -4.00 -1.25
C 2.45 -3.35 -0.83
O 2.16 -2.30 -1.41
C 1.74 -3.99 0.24
C 2.20 -5.19 0.83
C 1.48 -5.78 1.83
C 0.30 -5.15 2.29
C -0.06 -3.94 1.67
N 0.59 -3.38 0.68
C -1.26 -3.15 2.13
O -1.64 -3.40 3.41
O -1.87 -2.36 1.47
H 3.95 -3.44 -1.94
H 3.11 -5.64 0.46
H 1.81 -6.71 2.27
H -0.34 -5.63 3.02
H -0.97 -3.95 3.83
Cl 1.76 2.56 -0.82
C 1.10 3.07 0.80
C 1.83 2.31 1.97
O 2.58 3.00 2.65
O 1.55 1.09 2.03
H 0.04 2.84 0.75
H 1.28 4.14 0.82
F -2.69 6.88 -2.31
C -2.41 5.56 -2.15
C -1.37 5.01 -2.88
C -1.09 3.67 -2.72
C -1.85 2.86 -1.83
C -1.57 1.51 -1.67
C -2.90 3.49 -1.11
C -3.18 4.82 -1.27
H -0.79 5.64 -3.54
H -0.26 3.23 -3.26
H -0.77 1.04 -2.22
H -2.12 0.92 -0.94
H -3.49 2.89 -0.42
H -3.98 5.31 -0.73
*
```

[4]
Density functional theory data (ωB97M-V/def2-TZVPD) for a molecular structure, C16H13Co2FO10 in a non-equilibrium geometry.

frontier orbital gap: 3.35 eV
E_HOMO: 1.3 eV
E_LUMO: 4.7 eV
DFT total energy: -115242.930 eV

ORCA input file:
```
! RIJCOSX wB97M-V def2-TZVPD def2/J DEFGRID3
* xyz -2 1
C -4.72 3.21 0.67
C -3.80 2.03 0.59
O -2.45 2.61 0.73
C -1.44 1.77 0.59
C -0.19 2.38 0.30
F -0.23 3.71 0.25
C 1.11 1.81 0.58
O 1.31 0.65 0.93
O 2.06 2.76 0.43
C 3.43 2.30 0.52
C 4.29 3.53 0.65
O -1.64 0.52 0.47
H -5.76 2.89 0.55
H -4.62 3.71 1.63
H -4.49 3.93 -0.13
H -3.96 1.31 1.40
H -3.87 1.53 -0.39
H 3.56 1.65 1.40
H 3.68 1.75 -0.39
H 5.34 3.25 0.59
H 4.08 4.25 -0.15
H 4.12 4.02 1.61
O 1.80 -3.41 -4.08
C 1.49 -3.62 -2.99
Co 1.03 -3.88 -1.32
C -0.40 -4.87 -1.64
O -1.30 -5.55 -1.88
C 2.37 -5.00 -1.05
O 3.25 -5.73 -0.87
C 0.88 -1.89 -1.09
C -0.20 -1.09 -0.83
C -0.86 0.08 -1.16
Co -0.08 -2.40 0.37
C -1.71 -3.00 0.23
O -2.77 -3.46 0.20
C -0.28 -1.54 1.92
O -0.45 -1.09 2.96
C 0.69 -3.94 0.97
O 0.98 -4.73 1.77
H 1.86 -1.45 -1.35
H -1.83 0.02 -1.65
H -0.28 0.99 -1.34
*
```